ORCA calculation (wB97M-V/def2-TZVPD) on C41H52N2O2PPdSbSi3 as an isolated structure.

```
103
Properties=species:S:1:pos:R:3
Pd -0.185 0.139 -1.413
O -3.897 1.458 -2.815
C -2.867 1.998 -2.481
O -1.653 1.532 -2.663
C -2.832 3.332 -1.789
C -3.919 4.194 -1.771
C -3.789 5.435 -1.170
C -2.579 5.810 -0.593
C -1.499 4.938 -0.591
C -1.631 3.683 -1.183
P -0.257 2.479 -1.313
C 0.818 3.268 -2.555
C 1.788 4.186 -2.156
C 2.616 4.786 -3.095
C 2.473 4.483 -4.441
C 1.501 3.578 -4.845
C 0.678 2.968 -3.909
C 0.611 2.675 0.330
C 1.903 1.939 0.322
C 2.540 2.044 2.895
C 1.149 2.126 3.436
C 0.042 2.528 2.809
C -0.172 2.879 1.406
H -4.842 3.883 -2.243
H -4.625 6.123 -1.159
H -2.478 6.788 -0.140
H -0.562 5.231 -0.136
H 1.904 4.428 -1.105
H 3.373 5.492 -2.773
H 3.120 4.950 -5.174
H 1.387 3.337 -5.895
H -0.071 2.252 -4.222
H 2.456 2.023 -0.608
H 3.139 1.436 3.577
H 1.050 1.879 4.489
H -0.857 2.580 3.416
H -1.161 3.273 1.215
C -1.505 -2.613 -1.839
Sb 0.177 -2.889 -0.483
C 1.391 -1.172 -1.014
C 2.352 -0.476 -0.123
C 1.811 0.507 0.839
C 2.747 1.495 1.495
C 4.168 1.188 1.211
C 4.510 0.215 0.364
N 3.612 -0.582 -0.363
Si 2.058 -1.254 -2.816
C 3.072 0.251 -3.260
C 3.007 -2.843 -3.061
C 0.654 -1.248 -4.086
C -0.855 -2.634 1.475
C -1.561 -1.308 1.688
C -2.189 -1.037 2.916
C -2.965 0.094 3.070
C -3.122 0.950 1.991
C -2.457 0.631 0.826
N -1.683 -0.449 0.669
Si -2.272 -3.936 1.458
C -1.855 -5.438 0.415
C -3.843 -3.133 0.838
C -2.697 -4.591 3.164
Si 0.468 -3.091 2.774
C -0.037 -2.824 4.559
C 0.941 -4.892 2.554
C 2.048 -2.114 2.583
H -1.224 -3.023 -2.807
H -1.850 -1.591 -1.960
H -2.326 -3.198 -1.435
H 0.869 0.273 1.316
H 2.987 3.046 2.910
H 4.932 1.734 1.753
H 5.554 -0.010 0.186
H 3.990 0.339 -2.679
H 2.475 1.153 -3.113
H 3.333 0.199 -4.322
H 3.865 -2.868 -2.384
H 3.368 -2.933 -4.091
H 2.375 -3.709 -2.844
H -0.203 -0.629 -3.813
H 0.280 -2.248 -4.324
H 1.065 -0.821 -5.006
H -2.089 -1.740 3.729
H -3.456 0.295 4.015
H -3.735 1.840 2.046
H -2.557 1.273 -0.040
H -1.811 -5.222 -0.654
H -2.632 -6.194 0.566
H -0.898 -5.878 0.705
H -3.701 -2.504 -0.043
H -4.281 -2.506 1.619
H -4.572 -3.911 0.587
H -1.851 -5.042 3.684
H -3.460 -5.367 3.038
H -3.124 -3.816 3.807
H -0.966 -3.320 4.841
H -0.123 -1.760 4.796
H 0.762 -3.236 5.185
H 0.122 -5.584 2.764
H 1.759 -5.127 3.243
H 1.297 -5.086 1.539
H 1.923 -1.066 2.868
H 2.455 -2.149 1.569
H 2.801 -2.553 3.246
```

Summary:
Kohn-Sham gap (spin up / spin down) = 5.98 / 6.01 eV
Energy = -3431.48463 Ha